The following is a DFT calculation (ωB97M-V with the def2-TZVPD basis set) of 2 unconnected molecules or ions with the total composition H3NO4P2S2 in a non-equilibrium geometry.

The HOMO energy is -2.0 eV. The value obtained for the largest force on an atom is 3.4 eV/Å. The HOMO-LUMO gap comes out at 7.25 eV.

Structure (ORCA input):
```
! RIJCOSX wB97M-V def2-TZVPD def2/J DEFGRID3
* xyz -2 1
N 1.0374 0.4622 0.9870
O 2.9257 1.6804 -0.0552
O 3.4667 -0.7988 0.5107
O 1.7863 -0.1639 -1.6040
O -3.8455 -0.4816 1.5852
P 2.3399 0.1182 0.0976
P -3.5049 -0.7288 0.2026
S -3.8009 -2.6028 -0.3756
S -3.5889 0.6726 -1.1297
H 0.3501 -0.2132 1.2724
H 1.9292 1.9395 -0.0548
H 0.9049 0.1162 -1.4361
*
```

Mulliken atomic charge list, values in e, 2 entries:
1. N -0.7386
2. O -0.5672

***

The following is a DFT calculation (ωB97M-V with the def2-TZVPD basis set) of a molecular structure, C33H33BMgN12O6S3 in a non-equilibrium geometry.

The HOMO energy is -2.6 eV. The value obtained for the largest force on an atom is 3.6 eV/Å. The HOMO-LUMO gap comes out at 5.41 eV.

Structure (ORCA input):
```
! RIJCOSX wB97M-V def2-TZVPD def2/J DEFGRID3
* xyz -2 1
Mg 0.0428 -0.7982 1.0999
C -3.5994 -0.0408 2.8528
C -3.6770 -0.3784 1.4364
C -4.8131 -0.4670 0.5979
C -4.3328 -0.8630 -0.6339
C -4.9985 -0.9565 -1.9501
N -2.9988 -0.9870 -0.5145
N -2.5401 -0.6385 0.7869
B -2.0985 -1.8953 -1.3096
N -1.5503 -3.0359 -0.4218
N -0.8738 -2.8113 0.7001
C -0.6119 -3.9845 1.2170
C -0.1330 -4.0096 2.5960
C -1.1967 -5.0304 0.4990
C -1.8462 -4.3350 -0.5620
C -2.7857 -4.9057 -1.6215
N -0.8798 -1.1175 -1.8874
N -0.2148 -0.2000 -1.1627
C 0.8138 0.2497 -1.8830
C 1.7656 1.2827 -1.3708
C 0.8953 -0.5387 -3.0817
C -0.1751 -1.3859 -3.0220
C -0.5241 -2.4425 -4.0416
H -4.4981 -0.3778 3.3362
H -2.7547 -0.5951 3.2888
H -3.4851 1.0656 2.9550
H -5.8468 -0.1063 0.8002
H -4.6025 -0.0944 -2.4805
H -4.7317 -1.8434 -2.5113
H -6.0413 -0.8524 -1.8701
H -2.7396 -2.3813 -2.2813
H -0.8044 -3.5080 3.2555
H 0.0497 -5.0030 2.9874
H 0.7829 -3.4539 2.7220
H -1.1409 -6.0260 0.7798
H -2.7386 -6.0065 -1.4580
H -3.7670 -4.4695 -1.5182
H -2.4098 -4.7864 -2.6945
H 1.9925 1.2254 -0.3122
H 2.7083 1.1834 -1.8655
H 1.5216 2.3614 -1.6787
H 1.6795 -0.5930 -3.8882
H 0.3579 -2.6314 -4.6750
H -0.7818 -3.3917 -3.5649
H -1.3470 -2.1305 -4.7107
S 0.2875 -0.3318 3.9267
C 0.0991 1.2855 3.5223
S -0.0378 1.7202 1.7719
C 0.1721 2.3945 4.3171
C 0.5592 2.3284 5.6597
N 0.8397 2.2504 6.7768
C 0.0619 3.7218 3.8085
N -0.0326 4.8472 3.5761
O 2.7149 -2.7879 2.3715
C 2.8402 -1.9547 1.4285
O 1.9007 -1.3049 0.9389
C 4.1677 -1.7445 0.8041
C 5.1937 -1.4972 1.7015
C 6.4976 -1.4374 1.2676
C 6.8200 -1.7186 -0.0602
C 5.7883 -1.9268 -0.9542
C 4.4399 -1.9157 -0.5498
N 6.1319 -2.3099 -2.3654
O 7.2507 -2.6376 -2.5859
O 5.2029 -2.3210 -3.1181
N 7.6344 -1.0097 2.1541
O 7.3579 -0.8818 3.3363
O 8.7367 -0.8605 1.7249
H 4.8053 -1.3296 2.7086
H 7.8414 -1.7578 -0.4255
H 3.6201 -2.0707 -1.3281
N -2.9298 2.2492 -0.0585
C -2.8777 3.4240 -0.6364
S -4.2722 4.3707 -1.1168
N -1.5854 3.8191 -0.9355
C -1.2003 5.2289 -0.8685
C -1.1507 5.9600 0.2747
C -0.7355 7.2772 0.2359
C -0.3067 7.8623 -0.9408
C -0.2803 7.1140 -2.1180
C -0.7628 5.7800 -2.1236
H -3.7915 1.7645 0.0760
H -2.0965 1.7128 0.2770
H -0.8759 3.1615 -0.6169
H -1.4345 5.4861 1.2045
H -0.6390 7.8372 1.1478
H 0.0524 8.9047 -1.0299
H 0.0870 7.6414 -3.0482
H -1.1654 5.3606 -3.0698
*
```

Mulliken atomic charge list, values in e, 2 entries:
1. Mg 2.2325
2. C -1.4408

***

The following is a DFT calculation (ωB97M-V with the def2-TZVPD basis set) of 9 unconnected molecules or ions with the total composition C44H99B2ClF2N12O14PS in a non-equilibrium geometry.

The HOMO energy is -10.6 eV. The value obtained for the largest force on an atom is 3.9 eV/Å. The HOMO-LUMO gap comes out at 8.31 eV.

Structure (ORCA input):
```
! RIJCOSX wB97M-V def2-TZVPD def2/J DEFGRID3
* xyz 1 1
C -3.2273 4.2542 0.9515
C -4.0909 3.1930 0.1244
S -2.9844 1.8343 -0.5657
C -3.9683 0.3217 -0.4863
C -3.3237 -1.1361 -0.1595
C -4.6896 -1.9677 0.0493
F -4.6824 -3.3706 -0.2701
C -5.5688 -1.7978 1.3495
C -7.0569 -2.4117 1.0787
N -2.8711 -1.7712 -1.4658
F -2.1693 -2.9551 -1.2934
C -1.7852 -0.8964 -1.9508
P -1.2306 -1.8411 -3.5643
C -2.7296 -2.6773 -4.3588
O -0.7620 -0.6557 -4.7517
C -0.5829 -0.6147 -0.9190
B 0.6819 -1.1976 -1.7406
O 1.4345 -0.2664 -2.5692
O 1.2803 -2.5006 -1.7126
N -0.7486 -0.8889 0.5710
C 0.1719 -2.0015 1.0809
C 0.4006 -2.1606 2.6467
C 1.9014 -1.8338 3.1464
C 1.8898 -0.9451 4.5073
N 3.0388 0.0338 4.5182
C -0.2000 0.3648 1.2312
C 1.2907 0.8321 0.9284
C 1.3528 2.1898 0.0273
O 1.7334 3.3154 0.9045
C 1.2721 4.4991 0.2744
C 0.4326 5.5902 1.0723
O 1.5604 4.6632 -0.9264
C -2.2087 -1.1620 0.9766
Cl -2.4367 -2.8978 1.6761
B -2.7291 -0.3416 2.3222
N -2.8334 -0.9817 3.7063
O -3.0364 1.0526 2.4038
H -3.5084 4.2340 2.0526
H -2.1095 4.0908 0.8440
H -3.5000 5.2894 0.5398
H -4.9199 2.7181 0.7469
H -4.5689 3.6965 -0.7742
H -4.8902 0.5353 0.1675
H -4.4277 0.1665 -1.5356
H -5.3899 -1.5859 -0.7894
H -5.7628 -0.7203 1.6855
H -5.1482 -2.3327 2.2723
H -7.0668 -3.5220 1.3053
H -7.3682 -2.1897 0.0093
H -7.7821 -1.8769 1.7826
H -2.1726 0.0443 -2.4957
H -3.5588 -1.9669 -4.6626
H -3.1801 -3.3929 -3.5839
H -2.4192 -3.3366 -5.2413
H -0.3519 -1.2093 -5.4517
H -0.5151 0.5338 -1.0241
H 0.8388 0.4867 -2.7893
H 0.6105 -3.2053 -1.8038
H 1.2790 -1.8324 0.8058
H -0.0086 -3.0002 0.5122
H -0.2834 -1.5800 3.3324
H 0.2349 -3.2694 2.8998
H 2.4966 -1.2042 2.4024
H 2.5099 -2.7655 3.3755
H 1.9849 -1.6627 5.3828
H 0.9342 -0.3288 4.5840
H 2.8951 0.7755 3.8213
H 3.0308 0.5346 5.4266
H -0.1765 0.3690 2.3647
H -0.8111 1.3032 0.9625
H 1.8755 1.1568 1.8690
H 1.9902 0.1123 0.4157
H 2.1895 2.0549 -0.7427
H 0.3498 2.4447 -0.4400
H 0.9673 6.5883 0.8988
H 0.4432 5.4248 2.2056
H -0.6271 5.6819 0.6734
H -2.0312 -0.6034 4.2492
H -3.6865 -0.6620 4.1796
H -2.5766 1.4700 3.1704
C 0.5860 8.0733 -5.0513
O 1.4939 8.1591 -5.8534
N 0.5756 7.2551 -3.9609
C -0.5457 7.2067 -3.0469
C 1.7244 6.4066 -3.7090
H -0.3322 8.6744 -5.1506
H -0.2034 7.4851 -2.0464
H -0.9459 6.1891 -3.0258
H -1.3335 7.8938 -3.3588
H 2.6122 7.0325 -3.5910
H 1.8738 5.7443 -4.5652
H 1.5713 5.8127 -2.8075
C 3.4563 1.5445 -7.1313
O 3.4301 0.4240 -7.6024
N 3.4192 1.8377 -5.8011
C 3.4532 3.2008 -5.3121
C 3.3430 0.7495 -4.8459
H 3.5136 2.4397 -7.7708
H 4.3286 3.3284 -4.6700
H 2.5455 3.3958 -4.7347
H 3.5102 3.9108 -6.1382
H 4.2122 0.0996 -4.9736
H 2.4391 0.1674 -5.0385
H 3.3203 1.1354 -3.8266
C 1.6075 -5.4554 -0.5574
O 1.2332 -4.6403 0.2718
N 2.8447 -6.0084 -0.6064
C 3.2169 -6.9721 -1.6235
C 3.8265 -5.6230 0.3907
H 0.9408 -5.8146 -1.3575
H 3.5086 -7.9070 -1.1393
H 4.0603 -6.5787 -2.1957
H 2.3847 -7.1656 -2.3014
H 3.4430 -5.8656 1.3844
H 3.9917 -4.5444 0.3333
H 4.7671 -6.1471 0.2229
C -7.0466 -6.3078 2.4291
O -7.4074 -5.4979 3.2634
N -5.8128 -6.8749 2.3661
C -5.4551 -7.8321 1.3391
C -4.8267 -6.5058 3.3586
H -7.7227 -6.6524 1.6304
H -5.1690 -8.7744 1.8131
H -4.6111 -7.4412 0.7649
H -6.2930 -8.0120 0.6644
H -5.2053 -6.7527 4.3531
H -4.6585 -5.4271 3.3048
H -3.8894 -7.0337 3.1817
C 6.2698 -0.8615 3.9568
O 6.0467 -2.0152 3.6244
N 7.4954 -0.2695 3.9693
C 7.6773 1.1079 4.3780
C 8.6579 -1.0409 3.5612
H 5.4610 -0.1905 4.2841
H 8.1135 1.6715 3.5495
H 8.3529 1.1393 5.2364
H 6.7249 1.5615 4.6564
H 8.5201 -1.3850 2.5343
H 8.7555 -1.9131 4.2118
H 9.5606 -0.4333 3.6250
C -2.1325 3.3606 5.5582
O -2.3420 2.2031 5.2310
N -0.9122 3.9573 5.5890
C -0.7418 5.3403 5.9908
C 0.2563 3.1867 5.2085
H -2.9500 4.0309 5.8646
H -0.2924 5.8989 5.1660
H -0.0822 5.3805 6.8607
H -1.6999 5.7930 6.2482
H 0.1350 2.8345 4.1801
H 0.3442 2.3192 5.8672
H 1.1567 3.7964 5.2831
C 6.8973 -1.7981 0.4863
O 8.0180 -1.9439 0.0343
N 5.8015 -1.4233 -0.2357
C 4.4997 -1.2707 0.3754
C 5.9465 -1.1703 -1.6571
H 6.6766 -1.9642 1.5529
H 3.7952 -1.9570 -0.1059
H 4.1588 -0.2396 0.2361
H 4.5423 -1.4927 1.4435
H 6.3157 -2.0744 -2.1468
H 6.6750 -0.3698 -1.8068
H 4.9893 -0.8817 -2.0936
C -5.9267 2.1826 -4.9699
O -6.2679 2.9854 -4.1228
N -4.7012 1.5911 -5.0410
C -4.3640 0.6407 -6.0810
C -3.7064 1.9275 -4.0421
H -6.6099 1.8623 -5.7722
H -4.0973 -0.3119 -5.6207
H -3.5127 1.0213 -6.6507
H -5.2059 0.4871 -6.7571
H -4.0944 1.6759 -3.0509
H -3.5132 3.0024 -4.0792
H -2.7794 1.3810 -4.2247
*
```

Mulliken atomic charge list, values in e, 2 entries:
1. C -0.3902
2. C -0.6330

***

The following is a DFT calculation (ωB97M-V with the def2-TZVPD basis set) of C5H5NO in the gas phase in a non-equilibrium geometry.

The HOMO energy is -10.8 eV. The relative energy (zero: lowest compared OMol25 entry of this formula, charge and spin) is 234.6 kJ/mol. The value obtained for the largest force on an atom is 1.3 eV/Å. The HOMO-LUMO gap comes out at 11.49 eV. As for the structure (SMILES): C#C[C@@H](C#N)CO.

Structure (ORCA input):
```
! RIJCOSX wB97M-V def2-TZVPD def2/J DEFGRID3
* xyz 0 1
O -2.0426 -0.0296 -0.3256
C -1.0290 -0.7325 0.3362
C 0.3484 -0.4532 -0.3179
C 0.6592 0.9838 -0.3557
C 0.9483 2.1509 -0.3853
C 1.4224 -1.1665 0.3909
N 2.2593 -1.7213 0.9673
H -1.8843 0.9146 -0.1887
H -0.9808 -0.4951 1.4078
H -1.2553 -1.7971 0.2310
H 0.3052 -0.8299 -1.3472
H 1.2492 3.1759 -0.4128
*
```

Mulliken atomic charge list, values in e, 2 entries:
1. O -0.4973
2. C -0.7090

***

Results for E_tot: -1836.79942 -3805.51161 -4895.16936 -323.43034 (in Eh, following the order of the records).